1.
C30H26F3N2 | ωB97M-V/def2-TZVPD

```
! RIJCOSX wB97M-V def2-TZVPD def2/J DEFGRID3
* xyz 1 1
C -0.51 4.18 -4.62
C 0.36 3.98 -3.54
C 0.43 2.71 -2.94
C -0.42 1.67 -3.35
C -0.43 0.33 -2.65
N -1.64 0.10 -1.87
C -2.36 -1.16 -2.01
C -3.12 -1.26 -0.70
N -2.46 -0.27 0.20
C -1.83 0.58 -0.58
C -1.36 1.95 -0.19
C -0.36 2.07 0.76
C 0.17 3.32 1.06
C -0.30 4.45 0.38
C -1.38 4.34 -0.49
C -1.93 3.09 -0.77
C -1.27 1.89 -4.43
C -1.31 3.12 -5.09
H -0.55 5.15 -5.12
H 0.97 4.80 -3.15
H 1.11 2.51 -2.11
H -0.38 -0.46 -3.42
H 0.47 0.25 -2.00
H -3.02 -1.05 -2.88
H -1.67 -2.00 -2.18
H -4.16 -0.93 -0.92
H -3.13 -2.28 -0.27
H 0.01 1.16 1.22
H 0.96 3.42 1.79
H 0.15 5.42 0.56
H -1.78 5.23 -0.98
H -2.75 2.97 -1.48
H -1.90 1.06 -4.76
H -1.96 3.26 -5.96
F 2.37 -6.87 0.75
C 1.45 -6.82 1.77
F 0.43 -7.66 1.44
F 2.07 -7.35 2.88
C 1.00 -5.42 2.04
C -0.36 -5.05 2.05
C -0.70 -3.70 2.11
C 0.33 -2.70 2.23
C 0.05 -1.31 2.23
C 1.12 -0.34 2.41
C 1.01 0.63 3.44
C 2.07 1.48 3.73
C 3.19 1.51 2.89
C 3.25 0.66 1.77
C 2.23 -0.26 1.52
C 1.68 -3.17 2.39
C 2.01 -4.50 2.28
H -1.12 -5.82 1.99
H -1.74 -3.41 2.03
H -0.98 -0.97 2.17
H 0.08 0.63 4.01
H 2.01 2.13 4.62
H 3.99 2.21 3.10
H 4.10 0.70 1.07
H 2.28 -0.93 0.66
H 2.52 -2.48 2.53
H 3.06 -4.80 2.37
*
```

The gap between HOMO and LUMO is 4.395 eV. As for the HOMO energy: -10.578 eV.

Atomic partial charges in e from the natural (NBO) method, atoms 1 to 2: number 1, C, carries -0.207; number 2, C, carries -0.212

2.
C30H26GeN3O4RhS2 | ωB97M-V/def2-TZVPD

```
! RIJCOSX wB97M-V def2-TZVPD def2/J DEFGRID3
* xyz 1 2
Rh -0.29 1.76 -0.61
O 1.71 1.65 -0.57
N 2.39 2.80 -0.56
C 3.74 2.69 -0.58
C 4.52 3.80 -0.55
C 3.91 5.06 -0.49
C 2.54 5.15 -0.46
C 1.75 3.99 -0.50
S 0.03 4.02 -0.47
H 4.09 1.67 -0.63
H 5.60 3.70 -0.58
H 4.51 5.96 -0.46
H 2.03 6.10 -0.41
C -3.62 -5.95 -2.17
C -2.66 -4.87 -1.77
C -3.10 -3.76 -1.05
C -2.22 -2.75 -0.69
C -0.88 -2.85 -1.06
C -0.42 -3.95 -1.77
C -1.31 -4.95 -2.11
S 0.24 -1.58 -0.59
O 0.12 -1.37 0.84
O 1.52 -1.88 -1.15
N -0.41 -0.24 -1.23
C -0.38 0.06 -2.56
C -0.16 -0.72 -3.70
C -0.23 -0.11 -4.93
C -0.49 1.26 -5.03
C -0.65 1.99 -3.87
N -0.60 1.38 -2.69
H -4.46 -6.02 -1.48
H -3.13 -6.92 -2.21
H -4.02 -5.74 -3.16
H -4.14 -3.69 -0.76
H -2.57 -1.89 -0.13
H 0.63 -4.01 -2.03
H -0.95 -5.81 -2.66
H 0.06 -1.78 -3.60
H -0.08 -0.69 -5.82
H -0.55 1.75 -5.99
H -0.83 3.05 -3.87
O -3.28 1.79 -0.16
C -2.17 1.80 -0.31
Ge 0.35 1.37 2.00
C 1.86 0.33 2.52
C 3.11 0.96 2.43
C 4.25 0.34 2.91
C 4.14 -0.92 3.50
C 2.91 -1.54 3.61
C 1.77 -0.92 3.11
C -1.42 1.09 2.70
C -2.12 2.21 3.17
C -3.39 2.07 3.70
C -3.98 0.81 3.76
C -3.30 -0.30 3.29
C -2.02 -0.18 2.76
H 0.80 2.84 2.05
H 3.19 1.96 2.00
H 5.21 0.83 2.84
H 5.03 -1.40 3.89
H 2.83 -2.51 4.07
H 0.82 -1.43 3.18
H -1.67 3.19 3.11
H -3.92 2.94 4.06
H -4.98 0.70 4.17
H -3.76 -1.28 3.35
H -1.49 -1.04 2.39
*
```

The gap between HOMO and LUMO (spin up / spin down) is 7.821 / 5.991 eV. As for the HOMO energy (spin up / spin down): -11.087 / -11.168 eV. The expectation value of S² is 0.759.

Atomic partial charges in e from the natural (NBO) method, atoms 1 to 2: number 1, Rh, carries 0.520; number 2, O, carries -0.531

ΔE to the lowest compared entry with this formula, charge and spin per entry: 1.24, 0.00 kcal/mol
E_tot per entry: -42656.8260, -125380.1369 eV